{
  "formula": "C45H90IN7O10S",
  "method": "the ωB97M-V functional and the def2-TZVPD basis",
  "elements": ["C", "C", "C", "C", "C", "C", "C", "C", "C", "I", "C", "N", "C", "N", "C", "S", "N", "C", "C", "C", "C", "C", "C", "C", "O", "C", "C", "O", "H", "H", "H", "H", "H", "H", "H", "H", "H", "H", "H", "H", "H", "H", "H", "H", "H", "H", "H", "H", "H", "H", "H", "H", "H", "H", "H", "H", "H", "H", "C", "O", "C", "C", "N", "C", "C", "O", "C", "H", "H", "H", "H", "H", "H", "H", "H", "H", "H", "H", "H", "H", "H", "H", "C", "O", "C", "C", "N", "C", "C", "O", "C", "H", "H", "H", "H", "H", "H", "H", "H", "H", "H", "H", "H", "H", "H", "H", "C", "O", "C", "C", "N", "C", "C", "O", "C", "H", "H", "H", "H", "H", "H", "H", "H", "H", "H", "H", "H", "H", "H", "H", "C", "O", "C", "C", "N", "C", "C", "O", "C", "H", "H", "H", "H", "H", "H", "H", "H", "H", "H", "H", "H", "H", "H", "H"],
  "positions_angstrom": [[7.117, 1.498, 1.320], [5.902, 1.059, 0.391], [5.672, 2.018, -0.830], [4.573, 1.467, -1.858], [4.084, 2.678, -2.750], [2.529, 2.739, -3.013], [1.627, 2.475, -1.772], [0.664, 1.311, -1.879], [-0.219, 0.951, -0.802], [-1.560, -0.736, -1.066], [-0.228, 1.713, 0.503], [-1.135, 1.285, 1.465], [-1.019, 2.094, 2.549], [-1.927, 1.821, 3.649], [-0.059, 3.230, 2.736], [-0.039, 4.156, 4.303], [0.807, 3.599, 1.765], [0.710, 2.838, 0.605], [1.616, 3.229, -0.536], [2.576, 4.476, -0.403], [1.826, 5.819, -0.062], [2.697, 6.904, 0.693], [3.625, 6.341, 1.839], [5.069, 6.102, 1.207], [6.142, 6.351, 2.160], [7.328, 5.859, 1.622], [7.712, 5.901, 0.107], [8.130, 5.361, 2.379], [7.215, 0.699, 2.106], [6.942, 2.473, 1.849], [8.091, 1.516, 0.757], [5.006, 0.992, 1.080], [6.146, 0.007, 0.056], [6.659, 2.148, -1.366], [5.388, 3.030, -0.417], [5.119, 0.706, -2.482], [3.782, 0.994, -1.222], [4.531, 3.615, -2.328], [4.570, 2.542, -3.765], [2.282, 3.712, -3.535], [2.305, 1.942, -3.785], [0.644, 0.710, -2.815], [-2.719, 1.315, 3.223], [-2.347, 2.727, 3.907], [1.215, 3.976, 4.866], [3.082, 4.637, -1.397], [3.363, 4.168, 0.332], [1.537, 6.280, -1.056], [0.869, 5.700, 0.502], [3.235, 7.551, -0.058], [1.962, 7.603, 1.197], [3.278, 5.309, 2.150], [3.665, 6.970, 2.763], [5.196, 5.077, 0.772], [5.202, 6.848, 0.368], [7.035, 5.290, -0.550], [7.728, 6.952, -0.312], [8.748, 5.491, -0.012], [-4.534, -7.006, 3.646], [-4.614, -5.825, 4.425], [-3.345, -5.326, 4.842], [-2.988, -4.043, 4.096], [-2.677, -4.311, 2.693], [-2.611, -3.111, 1.854], [-3.878, -2.248, 1.740], [-4.949, -2.868, 1.041], [-5.730, -3.759, 1.817], [-5.540, -7.420, 3.560], [-4.173, -6.790, 2.636], [-3.891, -7.753, 4.118], [-2.556, -6.078, 4.751], [-3.445, -5.082, 5.904], [-2.117, -3.581, 4.572], [-3.837, -3.360, 4.196], [-3.389, -4.922, 2.310], [-2.348, -3.453, 0.850], [-1.781, -2.486, 2.199], [-3.611, -1.368, 1.146], [-4.217, -1.861, 2.708], [-5.816, -3.439, 2.858], [-5.322, -4.771, 1.758], [-6.732, -3.793, 1.385], [-6.347, -5.796, -5.254], [-5.319, -6.655, -4.792], [-4.141, -6.623, -5.595], [-3.000, -5.920, -4.865], [-3.241, -4.482, -4.759], [-2.344, -3.792, -3.829], [-2.361, -4.224, -2.357], [-3.560, -3.905, -1.669], [-4.623, -4.822, -1.855], [-7.261, -6.046, -4.714], [-6.110, -4.748, -5.046], [-6.528, -5.929, -6.324], [-4.324, -6.182, -6.579], [-3.848, -7.666, -5.753], [-2.067, -6.085, -5.414], [-2.905, -6.386, -3.879], [-4.192, -4.331, -4.446], [-2.615, -2.734, -3.868], [-1.320, -3.869, -4.211], [-1.575, -3.655, -1.851], [-2.100, -5.279, -2.221], [-4.270, -5.850, -1.969], [-5.231, -4.527, -2.712], [-5.266, -4.775, -0.974], [-3.827, -3.588, -10.843], [-2.804, -4.451, -10.376], [-1.617, -4.412, -11.165], [-0.485, -3.715, -10.417], [-0.726, -2.277, -10.302], [0.159, -1.594, -9.356], [0.123, -2.038, -7.887], [-1.084, -1.727, -7.211], [-2.142, -2.650, -7.424], [-4.747, -3.843, -10.316], [-3.593, -2.541, -10.625], [-3.996, -3.713, -11.917], [-1.788, -3.963, -12.147], [-1.322, -5.454, -11.327], [0.455, -3.875, -10.956], [-0.402, -4.188, -9.433], [-1.681, -2.128, -9.999], [-0.111, -0.536, -9.390], [1.187, -1.668, -9.725], [0.903, -1.474, -7.367], [0.382, -3.095, -7.757], [-1.784, -3.675, -7.545], [-2.738, -2.345, -8.288], [-2.800, -2.619, -6.556], [2.897, 1.893, 10.516], [1.524, 2.090, 10.809], [1.288, 3.055, 11.831], [0.688, 4.332, 11.251], [1.672, 5.073, 10.462], [1.100, 6.144, 9.643], [0.065, 5.762, 8.577], [0.591, 5.011, 7.491], [0.719, 3.618, 7.743], [2.982, 1.003, 9.891], [3.308, 2.738, 9.956], [3.480, 1.734, 11.427], [2.187, 3.262, 12.419], [0.549, 2.612, 12.507], [0.337, 4.968, 12.069], [-0.176, 4.042, 10.646], [2.149, 4.428, 9.845], [1.939, 6.624, 9.135], [0.663, 6.896, 10.309], [-0.296, 6.696, 8.137], [-0.818, 5.270, 8.998], [-0.068, 3.237, 8.398], [1.705, 3.403, 8.159], [0.653, 3.094, 6.790]],
  "mol_weight_g_mol": 1048.23,
  "smiles": "CCCCCCc1cc(I)c2nc(N)c(S)nc2c1CCCCCOC(C)=O.COCCNCCOC.COCCNCCOC.COCCNCCOC.COCCNCCOC",
  "e_homo_ha": -0.30617,
  "total_energy_ev": -97958.1394,
  "total_charge": 0,
  "spin_multiplicity": 1
}

{
  "formula": "C29H35F3N4O2P2Pt",
  "method": "the ωB97M-V functional and the def2-TZVPD basis",
  "elements": ["Pt", "C", "C", "C", "C", "C", "C", "C", "C", "C", "H", "H", "H", "H", "H", "H", "H", "H", "H", "H", "H", "H", "H", "H", "H", "P", "P", "N", "N", "N", "N", "C", "C", "C", "C", "C", "C", "C", "C", "C", "C", "C", "C", "C", "C", "C", "C", "C", "C", "H", "H", "H", "H", "H", "H", "H", "H", "H", "H", "H", "H", "H", "H", "H", "H", "H", "H", "H", "H", "F", "C", "F", "F", "C", "O", "O"],
  "positions_angstrom": [[-0.347, -1.399, -5.193], [-1.170, 3.063, -0.778], [-1.409, 2.380, -1.902], [-0.918, 2.630, -3.301], [0.437, 1.992, -3.598], [1.630, 2.679, -3.065], [1.682, 3.793, -2.313], [0.576, 4.670, -1.784], [-0.153, 4.123, -0.529], [0.803, -2.658, -3.979], [-1.787, 2.825, 0.100], [-2.104, 1.526, -1.855], [-0.923, 3.685, -3.587], [-1.627, 2.130, -3.976], [0.420, 0.981, -3.165], [0.569, 1.889, -4.687], [2.573, 2.229, -3.391], [2.674, 4.172, -2.025], [-0.168, 4.975, -2.528], [1.071, 5.594, -1.440], [0.610, 3.744, 0.169], [-0.647, 4.965, -0.018], [0.132, -3.067, -3.206], [1.546, -2.003, -3.513], [1.310, -3.463, -4.534], [1.137, -1.422, -6.801], [-1.766, -0.816, -6.764], [2.407, -0.310, -6.590], [2.171, -2.775, -7.476], [-1.948, 0.829, -7.194], [-3.446, -1.189, -6.798], [0.373, -0.961, -8.375], [-1.093, -1.418, -8.334], [3.285, -0.484, -5.503], [4.399, 0.313, -5.714], [4.216, 0.987, -6.968], [3.005, 0.567, -7.496], [2.221, -4.107, -7.084], [2.965, -4.833, -8.014], [3.381, -3.919, -9.032], [2.910, -2.667, -8.670], [-2.553, 1.727, -6.299], [-2.622, 2.969, -6.915], [-2.093, 2.831, -8.237], [-1.723, 1.505, -8.399], [-4.457, -0.586, -7.588], [-5.406, -1.533, -7.914], [-5.006, -2.768, -7.294], [-3.819, -2.532, -6.619], [0.882, -1.454, -9.218], [0.490, 0.127, -8.497], [-1.649, -1.062, -9.206], [-1.228, -2.515, -8.299], [3.021, -1.148, -4.693], [5.246, 0.372, -5.053], [4.907, 1.676, -7.425], [2.493, 0.848, -8.405], [1.718, -4.427, -6.191], [3.162, -5.893, -7.980], [3.937, -4.155, -9.931], [2.994, -1.722, -9.189], [-2.878, 1.398, -5.322], [-2.999, 3.877, -6.460], [-1.978, 3.604, -8.985], [-1.298, 1.016, -9.257], [-4.433, 0.468, -7.831], [-6.258, -1.383, -8.566], [-5.520, -3.711, -7.374], [-3.199, -3.175, -6.024], [-0.352, -2.191, -0.340], [-0.546, -0.895, -0.731], [-1.201, -0.247, 0.266], [0.695, -0.322, -0.836], [-1.357, -0.852, -2.085], [-2.554, -1.112, -2.000], [-0.658, -0.526, -3.124]],
  "mol_weight_g_mol": 785.65,
  "e_homo_ha": [-0.21166, -0.28900],
  "total_energy_ev": -70667.9519,
  "s2": 2.017,
  "total_charge": 0,
  "spin_multiplicity": 3
}

{
  "formula": "C3H7N3O2",
  "method": "the ωB97M-V functional and the def2-TZVPD basis",
  "elements": ["C", "C", "C", "N", "O", "O", "N", "N", "H", "H", "H", "H", "H", "H", "H"],
  "positions_angstrom": [[0.720, -1.895, -1.350], [-0.263, -0.385, 0.199], [-0.074, 1.437, 0.462], [-1.007, 2.357, 0.853], [0.119, 0.312, 1.331], [-1.188, -1.321, 0.533], [0.420, -0.532, -0.943], [0.880, 1.733, -0.397], [-1.318, -1.304, 1.493], [-0.617, 3.254, 1.111], [-1.714, 2.026, 1.492], [1.657, 1.071, -0.310], [1.534, -1.865, -2.078], [0.995, -2.561, -0.524], [-0.143, -2.325, -1.873]],
  "mol_weight_g_mol": 117.11,
  "e_homo_ha": -0.32382,
  "total_energy_ev": -11786.1388,
  "total_charge": 0,
  "spin_multiplicity": 1
}

Number 1: maximum force 4.5 eV/Å. Number 2: maximum force 2.9 eV/Å. Number 3: maximum force 6.5 eV/Å.